A cluster of 9 separate species, C36H72O9 in total at a distorted geometry, computed with the ωB97M-V functional and the def2-TZVPD basis.

```
! wB97M-V def2-TZVPD RIJCOSX def2/J DEFGRID3
* xyz 0 1
O 0.509 0.564 -7.230
O -2.245 0.443 6.910
O -10.394 -0.948 0.472
O 9.038 -3.971 -0.690
O -5.773 -5.281 3.721
O 2.608 7.389 8.005
O 1.662 0.977 0.983
O 0.774 8.315 -3.731
O 1.063 -6.852 -0.630
C -8.948 0.706 -0.178
C 3.550 6.320 8.110
C 10.088 -4.924 -0.832
C 4.650 6.773 7.108
C -0.012 1.428 -8.298
C -1.725 0.973 5.737
C 0.724 8.458 -6.067
C 2.445 -8.729 -0.891
C 2.780 8.276 6.890
C 1.207 -0.509 -7.839
C 1.778 -6.571 -1.861
C 7.755 -4.451 -1.120
C 1.221 -8.188 -0.169
C -10.400 0.286 -0.158
C 1.618 2.196 0.287
C -8.222 -0.391 0.693
C 2.382 -7.988 -2.229
C 0.952 -0.057 0.221
C -0.695 8.314 -5.562
C -3.674 -5.611 2.740
C 3.859 7.588 6.066
C -5.719 -6.583 3.162
C 8.128 -5.665 -2.028
C -4.435 -4.770 3.647
C 0.110 2.123 -0.272
C -3.078 2.700 6.747
C -0.047 0.680 -0.625
C -3.210 1.315 7.457
C 1.487 7.919 -4.897
C -1.765 2.490 5.958
C -9.176 -1.549 0.556
C -4.734 -6.395 2.043
C 1.190 -0.212 -9.301
C 9.635 -5.528 -2.178
C 0.870 1.239 -9.506
C -0.589 8.454 -4.009
H -1.404 8.951 -6.090
H 1.790 -8.507 -2.983
H 2.220 -9.795 -0.859
H 3.418 -8.546 -0.434
H 0.893 -1.542 -7.689
H -10.942 1.065 0.378
H 2.141 -0.331 -7.307
H -0.997 1.043 -8.561
H -9.103 -2.277 1.364
H -4.120 0.745 7.267
H 1.493 -8.322 0.878
H -0.135 2.474 -8.020
H -4.388 -7.268 1.490
H -1.183 7.680 -3.524
H -0.672 2.410 0.431
H -1.122 0.538 -0.516
H -6.736 -6.882 2.909
H 1.338 -6.132 -2.757
H 5.182 5.980 6.584
H 3.242 5.345 7.733
H -0.089 2.731 -1.155
H 5.314 7.485 7.600
H -10.623 0.077 -1.204
H -5.291 -7.233 3.926
H 7.118 -3.642 -1.476
H 1.483 6.829 -4.895
H -1.820 2.757 4.903
H 3.788 6.070 9.143
H -0.812 9.471 -3.685
H 10.153 -6.367 -2.643
H 1.002 7.875 -6.945
H 0.627 -0.897 -9.934
H 7.156 -4.869 -0.311
H -0.851 2.968 6.311
H -7.189 -0.529 0.373
H -0.677 0.699 5.609
H 9.705 -4.664 -2.839
H -8.521 0.613 -1.177
H 2.345 2.223 -0.526
H 3.167 9.229 7.249
H -3.913 2.870 6.068
H 1.709 1.847 -9.166
H 4.492 8.302 5.538
H -3.943 -4.752 4.620
H 0.164 0.644 -1.694
H -2.199 0.611 4.824
H 3.312 6.908 5.413
H 1.834 8.408 6.363
H -3.073 -5.024 2.046
H 3.329 -8.023 -2.767
H -4.493 -3.734 3.315
H -2.905 3.518 7.447
H 1.043 9.498 -6.118
H -8.861 -2.127 -0.313
H -5.230 -5.745 1.322
H 1.886 3.088 0.853
H 0.288 -8.703 -0.396
H -2.997 -6.253 3.303
H -8.936 1.694 0.284
H 10.079 -5.605 0.018
H 11.119 -4.581 -0.749
H 7.801 -6.574 -1.523
H -1.059 7.291 -5.652
H -3.127 1.316 8.543
H 7.668 -5.392 -2.978
H 2.178 -0.352 -9.739
H 0.422 -0.559 1.031
H 0.530 1.454 -10.519
H 1.671 -0.733 -0.242
H 2.511 8.287 -4.957
H 2.634 -5.934 -1.638
H -8.073 0.150 1.627
*
```

HOMO energy   -9.27 eV
E_LUMO   0.413 eV
Molecular weight   648.96 g mol⁻¹
DFT total energy   -56917.3984 eV
Energy relative to the best compared isomer or geometry (same formula, charge and spin)   6.168 eV
SMILES string   C1CCOC1.C1CCOC1.C1CCOC1.C1CCOC1.C1CCOC1.C1CCOC1.C1CCOC1.C1CCOC1.C1CCOC1

Atom charges from the Löwdin analysis, given in e for atoms 1 to 4: O -0.137; O -0.142; O -0.120; O -0.162